Density functional theory data (the ωB97M-V functional and the def2-TZVPD basis) for a 2-piece molecular cluster, C7H14N2 overall in a non-equilibrium geometry.

Calculated values
- Kohn-Sham gap: 7.7 eV
- HOMO level: -7.173 eV
- Total charge: 0
- Multiplicity: 1
- Energy above the lowest of the compared OMol25 structures with the same formula, charge and spin: 383.19 kJ/mol

Geometry as XYZ:
```
23
Properties=species:S:1:pos:R:3:nbo_charge:R:1
C 0.368 -0.763 -1.932 0.24
C -0.735 -2.358 -0.473 -0.61
C 1.536 -1.349 0.085 -0.62
C -0.185 1.545 1.927 -0.41
C 0.251 2.160 -0.391 -0.42
C -1.271 0.444 -0.051 -0.05
C 0.241 -1.186 -0.627 -0.24
N 0.416 -0.612 -3.058 -0.39
N -0.545 1.400 0.557 -0.43
H -1.347 -2.313 -1.377 0.22
H -0.312 -3.333 -0.494 0.21
H -1.470 -2.144 0.293 0.20
H 2.025 -0.356 0.191 0.21
H 1.416 -1.646 1.128 0.21
H 2.168 -2.170 -0.423 0.22
H -0.677 2.484 2.363 0.19
H -0.519 0.673 2.511 0.22
H 0.914 1.862 2.109 0.21
H 0.520 1.464 -1.203 0.23
H -0.478 2.967 -0.771 0.21
H 1.222 2.642 0.139 0.21
H -2.045 -0.017 0.582 0.20
H -1.494 0.607 -1.087 0.21
```